1.
78
Properties=species:S:1:pos:R:3:lowdin_charge:R:1 method="wB97M-V/def2-TZVPD" total_energy_ev=-134831.8471 homo_energy_ev="-12.500 / -12.705" e_lumo_ev="-5.64 / -7.07" total_charge=+2 multiplicity=3 largest_force_ev_per_a=2.784
N 4.7431 -5.3434 2.4047 0.0624
C 5.2751 -4.2188 2.8844 -0.1108
C 4.7893 -2.9606 2.5027 -0.0092
C 3.6807 -2.8951 1.6369 -0.2072
C 3.1947 -4.1036 1.0940 -0.0179
C 3.7319 -5.3191 1.5453 -0.1172
C 2.8622 -1.6474 1.6127 -0.2708
Pt 2.2486 -0.3331 0.0884 0.7870
P -3.6320 1.8167 0.3224 0.6511
C 1.4931 -1.8744 1.0930 -0.3424
C 0.3478 -1.4893 1.9104 -0.2298
C -0.8942 -1.9444 1.4395 -0.0233
C -2.0355 -1.4108 2.0138 -0.1132
C -1.9171 -0.3106 2.8684 -0.2231
C -0.6647 0.1174 3.3456 -0.1626
C 0.4685 -0.5709 2.9650 -0.0751
Br -1.6257 1.9062 1.2020 0.7162
H 3.0334 -1.0767 2.5397 0.0710
H 1.2788 -2.7391 0.4613 0.0818
H 5.1948 -2.0523 2.9386 0.1149
H 2.3192 -4.1665 0.4542 0.0931
H 6.0997 -4.3080 3.6021 0.1193
H 3.2876 -6.2584 1.1881 0.1188
H -0.9147 -2.6863 0.6326 0.1084
H 1.4149 -0.3138 3.4430 0.0934
H -3.0061 -1.8464 1.7559 0.1117
H -0.6314 0.9667 4.0202 0.1142
P 1.7287 -0.2785 -2.0256 0.7056
C -4.3456 2.6764 1.6694 -0.3219
C -5.0044 2.0827 2.8163 -0.1322
H -4.0728 3.7316 1.7439 0.0866
H -2.8532 0.0979 3.2648 0.0971
H -4.3967 2.2248 3.7184 0.1019
H -5.8978 2.6957 2.9667 0.1036
H -5.3326 1.0429 2.7292 0.0805
C -4.2156 0.1303 -0.0194 -0.3321
C -5.1527 -0.0558 -1.2362 -0.1050
H -4.7222 -0.2220 0.8948 0.0938
H -3.3093 -0.4829 -0.1412 0.0730
H -5.1539 -1.1231 -1.5134 0.0961
H -6.1922 0.2451 -1.0171 0.0970
H -4.8141 0.5176 -2.1132 0.0665
C -3.8561 2.9111 -1.1109 -0.3472
C -4.2567 4.3749 -0.8059 -0.1210
H -4.6579 2.4543 -1.7233 0.0869
H -2.9111 2.8497 -1.6716 0.0933
H -4.3454 4.9025 -1.7683 0.0934
H -5.2371 4.4159 -0.2972 0.0883
H -3.5156 4.9203 -0.1983 0.0808
C 1.5830 1.3596 -2.8319 -0.3903
C 1.5673 1.2784 -4.3523 -0.1284
H 2.3616 2.0243 -2.4375 0.0444
H 0.6289 1.7584 -2.4545 0.0826
H 2.4122 0.7147 -4.7554 0.0710
H 0.6465 0.8139 -4.7149 0.0730
H 1.6045 2.2866 -4.7701 0.0826
C 0.0064 -0.8643 -2.2111 -0.3908
C -0.2328 -2.3609 -2.2636 -0.1193
H -0.3169 -0.3911 -3.1479 0.0690
H -0.5521 -0.3961 -1.3833 0.0601
H 0.6063 -2.9280 -2.6712 0.0678
H -0.4795 -2.7757 -1.2854 0.0416
H -1.0976 -2.5376 -2.9100 0.0844
C 2.9088 -1.3762 -2.8497 -0.3850
C 4.3448 -1.0193 -2.4349 -0.1476
H 2.7540 -1.3418 -3.9367 0.0899
H 2.6594 -2.4006 -2.5309 0.0786
H 4.9558 -1.9278 -2.4355 0.0837
H 4.8242 -0.3021 -3.1101 0.0786
H 4.4277 -0.5964 -1.4164 0.0363
N 2.7459 3.1640 -0.3851 0.1085
C 2.1475 2.8387 0.7685 -0.8479
N 1.2217 3.6895 1.2241 0.0985
S 2.5377 1.4293 1.6481 0.6958
H 2.7320 4.1183 -0.7252 0.1341
H 3.5117 2.6007 -0.7244 0.1023
H 0.7015 3.4376 2.0511 0.0694
H 1.1620 4.6547 0.9197 0.1312

---

2.
78
Properties=species:S:1:pos:R:3:lowdin_charge:R:1 method="wB97M-V/def2-TZVPD" total_energy_ev=-60090.5831 homo_energy_ev=-6.014 e_lumo_ev=0.14 largest_force_ev_per_a=2.099
Cd 0.1712 0.6213 0.2693 1.3771
C 1.3677 -0.6339 3.6483 -0.1715
C 2.4566 -0.6758 2.5774 -0.2110
N 2.2763 0.2506 1.4494 -0.1180
C 2.8176 1.5839 1.6900 -0.2143
C 1.8541 2.7779 1.6614 -0.2493
N 0.9061 2.8046 0.5465 -0.1424
C -0.0493 3.9548 0.7102 -0.2050
C -1.3321 3.7281 -0.0560 -0.1936
C -2.4801 2.9940 0.6518 -0.2174
N -2.2012 1.5654 0.8400 -0.1180
C -2.9367 0.9384 1.9483 -0.2087
C -2.1474 -0.2324 2.4841 -0.2080
N -0.6747 0.0468 2.4818 -0.1232
C -0.0062 -1.0341 3.1760 -0.2542
H 1.3560 0.3652 4.0838 0.1074
H 1.6798 -1.3363 4.4184 0.1175
H 2.4793 -1.6958 2.2068 0.1002
H 3.4719 -0.5022 3.0141 0.1271
H 2.7933 -0.1852 0.7036 0.0725
H 3.6248 1.8219 0.9540 0.1302
H 3.3095 1.6126 2.6887 0.1215
H 2.5090 3.6612 1.7050 0.1220
H 1.2822 2.8210 2.6052 0.1068
H 1.4400 2.9337 -0.3301 0.1219
H 0.4701 4.8944 0.4409 0.1221
H -0.2083 4.0971 1.8094 0.1215
H -1.1142 3.1962 -0.9840 0.0666
H -1.7432 4.7117 -0.3695 0.1232
H -3.3597 3.1193 0.0210 0.1111
H -2.6856 3.4622 1.6120 0.1086
H -2.4790 1.0860 -0.0328 0.0746
H -3.9241 0.5595 1.6441 0.1258
H -3.0917 1.7139 2.7307 0.1193
H -2.3909 -1.1585 1.9407 0.1024
H -2.4716 -0.4359 3.5260 0.1201
H -0.4911 0.8945 3.0405 0.1138
H 0.0679 -1.9140 2.5170 0.1083
H -0.6064 -1.3795 4.0229 0.1149
C 0.1538 -3.6199 -2.5167 -0.1728
Si 0.4281 -2.9300 -0.7865 0.3865
C 1.4393 -4.0835 0.2664 -0.1871
C -1.2843 -2.9540 0.1019 -0.1774
N 1.1919 -1.3396 -0.8001 -0.1875
C 2.3428 -1.1686 -1.5113 -0.4278
C 3.2592 -2.2389 -1.8315 -0.0635
C 4.6182 -1.9813 -2.1018 -0.1006
C 4.9908 -0.6278 -2.2582 -0.1557
C 4.0597 0.4178 -2.2653 -0.1369
C 2.7487 0.1601 -1.9228 -0.0960
H -0.7148 -4.2756 -2.6210 0.0268
H 1.0376 -4.2115 -2.7819 0.0223
H 0.0896 -2.7939 -3.2214 0.0279
H 0.8524 -4.9173 0.5606 0.0112
H 1.8191 -3.5868 1.1596 0.0125
H 2.3252 -4.5425 -0.1970 0.0288
H -1.8894 -3.7561 -0.2903 0.0242
H -1.7839 -1.9847 -0.0763 -0.0035
H -1.1556 -3.1377 1.1523 -0.0041
H 2.8880 -3.2811 -1.7014 0.0653
H 5.3854 -2.7855 -2.2015 0.1061
H 6.0736 -0.3905 -2.3436 0.0910
H 4.3967 1.4125 -2.4973 0.0880
H 2.0902 1.0053 -1.7891 0.0560
Cl -6.7379 0.0777 -3.1498 0.6378
C -5.0693 0.2685 -2.7750 -0.7171
C -4.4866 1.5344 -2.8786 -0.1298
C -3.1206 1.6908 -2.6832 -0.0735
C -2.2984 0.5570 -2.3753 -0.3504
C -0.8797 0.7272 -2.0394 -0.1977
C -2.9117 -0.7208 -2.3165 -0.0628
C -4.2967 -0.8461 -2.4182 -0.1075
H -5.1314 2.3918 -3.0614 0.0982
H -2.6301 2.6567 -2.7566 0.0979
H -0.4967 1.7084 -2.3297 0.0022
H -0.2018 -0.1059 -2.2656 -0.0095
H -2.2526 -1.5701 -2.2138 0.0847
H -4.7891 -1.7914 -2.3097 0.0916